C40H80AlKO34P as an isolated structure at a distorted geometry. Source: the OMol25 dataset; level of theory: ωB97M-V/def2-TZVPD.

Geometry as XYZ:
```
157
Properties=species:S:1:pos:R:3:forces:R:3
Al 0.566937 -2.188181 1.635873 -0.12 4.65 1.75
K -0.707841 -0.531300 -1.562951 -3.52 -2.44 -8.98
P 0.203312 -0.030140 0.377207 0.01 -2.03 6.71
O 1.068418 -1.101644 -0.374073 -5.54 -5.57 9.47
O -0.995674 -0.985263 0.586571 8.57 -3.87 0.37
O -0.184847 1.213535 -0.450499 -10.59 -13.06 6.41
O 0.890108 0.097551 1.806353 -2.16 -2.16 -3.94
C 2.864275 -2.883328 -6.540765 -0.31 -0.35 0.49
C 3.164768 -1.584068 -5.783227 0.52 0.83 -1.57
O 2.652639 -1.547812 -4.488209 -1.25 1.24 3.62
C 2.508525 -0.324088 -3.736708 0.91 0.48 -2.87
O 2.772956 0.829132 -4.144552 -0.77 -10.50 0.32
O 2.021340 -0.664460 -2.543101 1.55 1.94 -4.45
C 1.684606 0.349302 -1.548594 1.75 1.27 -12.39
H 3.511065 -3.032318 -7.405391 0.10 0.50 0.01
H 1.838639 -2.951576 -6.903427 -0.07 0.23 0.10
H 3.029446 -3.778070 -5.940552 0.07 0.11 0.34
H 2.708994 -0.740855 -6.302228 0.32 0.07 -0.39
H 4.243388 -1.436449 -5.729432 0.07 0.10 -0.10
H 0.756850 0.823605 -1.868612 2.20 -0.18 -2.15
H 2.487948 1.063988 -1.369820 9.52 -3.07 -14.05
H 1.476814 -0.185791 -0.621989 4.26 3.14 -3.07
C -3.863058 -3.811006 3.659300 0.71 -1.03 -1.65
C -3.724175 -2.957945 2.401882 -2.32 -0.57 7.22
O -3.461569 -1.664557 2.908187 2.92 1.96 0.64
C -2.163672 -1.151377 2.798123 -1.51 -0.01 3.75
O -1.145147 -1.771862 2.537600 -0.63 -1.69 2.05
O -2.185348 0.161426 3.169010 -0.54 -3.06 5.06
C -1.014992 1.004873 3.019855 -3.55 -5.88 4.40
H -4.019765 -4.826030 3.294256 -0.46 -0.29 0.32
H -4.632786 -3.496553 4.364094 0.17 -0.01 -0.16
H -2.849891 -3.828502 4.060901 -0.92 -0.27 0.01
H -4.723178 -2.843511 1.981155 0.15 -0.20 -0.75
H -2.946349 -3.236119 1.690765 0.67 -0.94 6.25
H -1.317702 2.042520 3.160382 -4.21 -3.64 1.87
H -0.491261 0.765271 2.094437 -3.13 -0.95 4.59
H -0.320180 0.635080 3.773913 -0.59 0.87 0.19
C -2.520596 -2.737069 5.988290 1.16 -0.46 1.18
C -1.165933 -2.869727 5.258660 -2.56 -1.69 0.66
O -0.499256 -1.663744 5.356059 0.09 0.40 0.58
C 0.491634 -1.423334 4.593451 1.32 3.28 -0.42
O 0.891373 -2.029371 3.589633 -1.54 -1.41 2.68
O 0.999973 -0.228367 5.026259 -0.97 -2.11 -0.10
C 1.924958 0.452098 4.204044 2.06 0.48 -0.27
H -2.267645 -2.797390 7.046815 -0.30 0.36 0.19
H -3.100861 -3.634487 5.773713 0.07 0.49 0.39
H -3.075358 -1.818398 5.797587 0.09 -0.15 -0.30
H -1.415894 -3.154298 4.236583 1.07 0.12 0.11
H -0.615522 -3.634623 5.806462 0.27 -0.13 -0.42
H 1.720642 0.302898 3.143807 0.20 0.18 1.23
H 2.920984 0.101548 4.474496 -0.49 0.41 0.13
H 1.963095 1.533026 4.339107 -0.85 -0.09 0.68
C 2.699341 2.941669 -4.217746 -0.57 2.90 0.45
C 1.287839 2.791354 -4.747436 0.11 1.02 -0.88
O 0.310028 2.672785 -3.673935 0.62 -0.98 0.24
C -0.948956 2.355031 -3.936830 -0.39 2.20 2.05
O -1.513995 2.395566 -4.982564 0.01 -0.90 -0.73
O -1.679081 2.186658 -2.762711 0.69 0.02 -3.97
C -1.407947 2.578582 -1.463291 2.85 2.29 -2.78
H 3.363637 2.962580 -5.081679 0.12 -0.50 -0.02
H 2.838055 2.088368 -3.553860 0.69 3.17 0.22
H 2.894824 3.835471 -3.625292 -1.11 -0.69 -2.09
H 1.255312 1.949241 -5.438733 -0.48 -0.24 0.31
H 1.016359 3.662531 -5.343620 -0.24 0.11 0.04
H -1.782919 3.573151 -1.221747 0.77 -0.24 -0.39
H -0.349604 2.414484 -1.260561 -1.75 3.75 -1.83
H -1.919432 1.824608 -0.864944 2.80 0.55 -4.20
C -1.939869 2.607878 0.951167 -0.67 0.08 2.56
C -0.531703 2.289844 1.256046 -0.22 3.87 0.03
O -0.257055 2.567736 2.703168 7.65 6.06 -4.66
C 0.062382 3.759313 3.036013 1.00 3.88 0.07
O -0.108919 4.755965 2.360224 0.27 -0.55 0.83
O 0.548607 3.696153 4.289684 -0.49 -0.25 0.00
C 1.028915 4.855937 4.949916 1.16 0.24 0.48
H -2.116339 2.245470 -0.061553 -0.22 2.05 4.10
H -2.133970 3.680157 0.976492 0.11 -0.04 0.26
H -2.618225 2.001924 1.551792 0.58 1.66 0.59
H 0.045091 2.878971 0.543073 0.69 0.48 1.49
H -0.242739 1.239006 1.237189 -0.75 5.61 0.20
H 2.048003 4.598170 5.238232 0.28 0.23 -0.34
H 0.578181 5.018234 5.929003 -0.82 -0.09 -0.38
H 1.028865 5.756328 4.335599 -0.23 -0.24 -0.05
C -2.678562 -2.671631 0.368919 1.07 -3.42 -6.98
C -2.193157 -3.335633 -0.965373 -4.74 3.29 1.08
O -2.976619 -3.223365 -2.184028 -0.27 -1.30 1.97
C -3.163056 -2.070653 -2.742579 0.09 0.72 -3.62
O -2.525697 -1.054211 -2.545813 -3.07 -1.52 -0.99
O -3.974612 -2.312055 -3.811205 -0.30 0.82 0.36
C -4.292411 -1.215842 -4.740260 1.15 0.44 0.45
H -3.120411 -1.680909 0.262469 0.68 -9.11 -3.07
H -1.767792 -2.547511 0.954751 -1.83 -0.53 -0.57
H -3.391224 -3.264434 0.942337 -0.80 -0.46 -7.36
H -2.029478 -4.396111 -0.773776 -3.84 2.04 -0.19
H -1.192947 -3.008899 -1.249863 -1.30 1.35 -0.54
H -4.317615 -0.280580 -4.181035 -0.37 -0.06 -0.03
H -5.184700 -1.402412 -5.337844 -0.15 -0.42 0.78
H -3.491417 -1.090965 -5.468903 0.28 -0.27 0.16
C -1.944227 -6.741066 -2.282530 0.02 -0.42 -0.40
C -0.781195 -5.746803 -2.264592 0.12 -0.45 -0.04
O -0.923406 -5.026395 -0.982460 6.84 -2.70 2.29
C -0.156795 -3.907645 -0.607141 1.91 -2.36 -4.92
O -0.139700 -3.313806 0.483405 1.43 -3.39 1.18
O 0.564382 -3.558783 -1.669593 -0.06 -1.65 1.65
C 1.660290 -2.683781 -1.525365 3.46 -3.65 0.33
H -1.651483 -7.607405 -2.875687 0.30 -0.21 0.32
H -2.847791 -6.438337 -2.811723 0.16 0.81 0.13
H -2.270526 -7.057398 -1.291786 0.38 -0.11 0.01
H -0.810330 -5.131262 -3.163681 -0.12 0.65 0.47
H 0.219607 -6.177453 -2.232113 -0.25 -0.36 -0.01
H 1.818274 -2.296370 -0.518861 0.80 -2.92 -0.89
H 1.652221 -1.785083 -2.142107 -1.24 -3.11 0.14
H 2.630810 -3.127401 -1.747645 -0.23 -1.26 -0.84
C -4.080433 4.357222 -1.606740 -1.12 -0.60 0.23
C -4.993423 3.113947 -1.573878 0.51 0.53 -1.26
O -4.773037 2.283839 -0.449852 0.59 0.06 0.76
C -3.714062 1.469506 -0.507163 -2.53 -2.06 -0.75
O -3.093787 1.182968 -1.533735 -4.82 -1.96 2.65
O -3.602654 0.906448 0.699259 -4.32 0.21 -0.22
C -2.715684 -0.119088 0.895692 -3.65 3.43 -3.69
H -4.456945 5.026646 -0.833300 0.37 0.27 -0.05
H -4.197466 4.809444 -2.591584 0.09 0.17 0.08
H -3.034649 4.095931 -1.444970 -1.02 0.46 -0.17
H -4.825593 2.513297 -2.467827 -0.06 0.01 -0.10
H -6.040327 3.416175 -1.546180 0.08 -0.13 0.18
H -1.743687 -0.015542 0.413416 -4.65 3.35 0.15
H -3.183235 -1.011404 0.479444 -0.68 10.06 2.44
H -2.620109 -0.332043 1.960413 -1.80 2.81 -5.50
C 4.619828 6.492356 -1.808617 -0.54 -0.13 0.03
C 4.513951 5.213331 -2.648787 -0.46 1.33 0.57
O 3.203377 4.595993 -2.359113 2.10 2.39 0.79
C 3.010149 3.871914 -1.301083 3.02 -0.27 4.41
O 3.720036 3.856311 -0.244734 -1.82 -0.16 -3.28
O 1.950370 3.154775 -1.504033 -0.51 -0.84 0.18
C 1.604562 2.052454 -0.663936 3.60 11.26 3.85
H 5.067344 6.256766 -0.843046 0.15 0.28 -0.14
H 3.610953 6.852168 -1.606611 -0.12 -0.13 0.05
H 5.075875 7.341480 -2.317643 0.53 -0.33 0.00
H 5.396744 4.593148 -2.493381 -0.55 -0.61 0.30
H 4.473723 5.437524 -3.714727 -0.31 -0.10 0.07
H 2.106735 1.109412 -0.879771 -5.31 5.90 12.98
H 0.590555 1.663847 -0.758257 6.12 5.37 -2.65
H 1.747602 2.122871 0.414341 -0.14 2.47 -0.20
C 5.340444 -1.983026 5.298196 -0.95 -0.65 -0.45
C 4.057761 -1.977573 4.392990 0.88 -1.52 2.16
O 4.203553 -0.963169 3.462207 -0.36 -0.16 -1.88
C 3.409073 -0.920390 2.394879 -0.25 0.04 -0.43
O 2.341376 -1.558882 2.215444 4.90 -1.65 -2.04
O 3.880277 0.000134 1.617629 -0.91 0.31 -0.82
C 2.990961 0.419164 0.539027 1.97 -0.36 0.24
H 5.172639 -2.760703 6.043289 0.14 -0.09 0.03
H 5.528781 -1.065688 5.855976 -0.38 0.18 -0.30
H 6.247352 -2.229121 4.745880 -0.17 0.00 -0.15
H 3.171825 -1.896466 5.022789 -0.06 0.84 0.13
H 3.838421 -2.936320 3.923111 0.69 -0.16 -0.36
H 2.725859 -0.374240 -0.159780 2.49 -0.29 1.49
H 3.318700 1.276101 -0.049480 2.17 -0.31 1.35
H 2.025957 0.797275 0.876525 2.61 -0.41 1.13
```
Positions in Å, forces in eV/Å.

Results
* total charge: +1
* energy above the lowest of the compared OMol25 structures with the same formula, charge and spin: 7049.0 kJ/mol
* HOMO: -9.0 eV
* gap between HOMO and LUMO: 3.1 eV
* multiplicity: 1

Results of the Mulliken charge analysis, in e, for atoms 1 through 99:
1 Al 0.21
2 K 1.53
3 P -2.07
4 O 0.62
5 O 0.11
6 O -0.15
7 O 0.44
8 C -1.31
9 C -0.19
10 O -0.28
11 C -0.06
12 O -0.48
13 O 0.08
14 C 0.04
15 H 0.40
16 H 0.31
17 H 0.31
18 H 0.28
19 H 0.29
20 H 1.12
21 H 0.96
22 H -2.46
23 C -1.12
24 C -0.67
25 O -0.26
26 C 0.17
27 O 0.04
28 O -0.53
29 C -0.80
30 H 0.47
31 H 0.46
32 H -0.02
33 H 0.60
34 H 0.64
35 H 1.10
36 H -0.74
37 H 0.90
38 C -1.68
39 C 0.90
40 O -0.31
41 C 0.46
42 O -0.01
43 O -0.38
44 C 0.17
45 H 0.54
46 H 0.59
47 H 0.27
48 H -0.79
49 H 0.58
50 H -0.46
51 H 0.55
52 H 0.20
53 C -0.70
54 C -1.01
55 O 0.24
56 C 0.53
57 O -0.62
58 O -0.85
59 C 0.08
60 H 0.67
61 H 0.13
62 H 0.36
63 H 0.41
64 H 0.45
65 H 0.20
66 H 0.25
67 H 0.38
68 C -0.22
69 C -0.46
70 O 0.26
71 C 0.56
72 O -0.62
73 O -0.35
74 C -0.86
75 H -0.57
76 H 0.79
77 H 0.33
78 H 1.28
79 H -0.76
80 H 0.28
81 H 0.28
82 H 0.39
83 C 0.11
84 C -0.30
85 O -0.58
86 C 0.23
87 O -0.38
88 O -0.46
89 C -0.43
90 H 0.15
91 H -0.76
92 H 0.42
93 H 0.97
94 H -0.50
95 H 0.10
96 H 0.28
97 H 0.28
98 C -1.27
99 C -0.23